No. 1
# C7H8O2S

One molecule with the formula C7H8O2S at a distorted geometry (ωB97M-V with the def2-TZVPD basis set, the OMol25 dataset).

Geometry as ORCA input:
```
! wB97M-V def2-TZVPD RIJCOSX def2/J DEFGRID3
* xyz 0 1
C -1.07033 -1.62605 0.00192
C 0.12588 -2.19577 0.19421
C 1.68315 1.14206 -0.21064
C -1.36478 -0.25119 0.20457
C 0.67417 0.95321 0.40922
C -0.58419 0.66857 1.09068
C 2.93316 1.33636 -0.91218
O -3.31174 1.55921 0.08753
O -3.72666 -0.66057 -0.93793
S -3.01039 0.14779 0.01923
H -1.86879 -2.19331 -0.45926
H 0.95464 -1.63192 0.58909
H 0.31961 -3.21115 -0.09939
H -1.15053 1.59453 1.22992
H -0.36965 0.23297 2.07382
H 3.26003 0.38803 -1.33655
H 3.69672 1.69305 -0.22381
H 2.80968 2.05416 -1.72044
*
```

Output
**Energy above the lowest of the compared OMol25 structures with the same formula, charge and spin**: 386.2 kJ/mol
**Frontier orbital gap (spin up / spin down)**: 7.35 / 7.26 eV
**LUMO (spin up / spin down)**: -1.47 / -1.55 eV
**SMILES string**: C=CC(CC#CC)=S(=O)=O

No. 2
# C5H9NOS

C5H9NOS as an isolated structure at a distorted geometry (ωB97M-V with the def2-TZVPD basis set, the OMol25 dataset).

Geometry as ORCA input:
```
! wB97M-V def2-TZVPD RIJCOSX def2/J DEFGRID3
* xyz 0 1
C -1.06307 -0.25283 0.19356
C -0.10323 -0.40756 -1.03618
C 0.62820 -1.73038 -0.68688
C -1.05615 0.86375 2.36800
C 1.29948 0.91295 -1.03038
N -0.64508 0.62751 0.97576
O -0.62876 -0.36604 -2.30865
S 0.87709 1.63853 0.61553
H 0.67494 -1.84093 0.35625
H -0.11076 -2.45633 -1.08631
H 1.48007 -1.75274 -1.20938
H -0.43077 0.32143 3.01869
H -1.95707 0.28575 2.50739
H -0.90400 1.99686 2.61887
H 2.27465 0.43661 -1.01050
H 1.13417 1.59164 -1.99795
H -1.46971 0.13179 -2.28781
*
```

Output
**Energy above the lowest of the compared OMol25 structures with the same formula, charge and spin**: 452.8 kJ/mol
**Frontier orbital gap**: 9.37 eV
**LUMO**: 0.72 eV